(1)
ORCA calculation (ωB97M-V/def2-TZVPD) on a single C5H9N molecule at a distorted geometry.

The value obtained for the gap between HOMO and LUMO is 8.68 eV. The value obtained for the energy relative to the best compared isomer or geometry (same formula, charge and spin) is 59.83 kcal per mole. The SMILES is C=CCNC=C. As for the calculated total energy: -6818.401 eV.

Each line ends with the Mulliken charge.
Cartesian coordinates (Å):
H 0.30 1.06 -0.54  0.28
C -2.03 -0.07 0.02  -0.29
C 1.62 -0.26 0.28  0.12
C -1.87 -0.40 -1.30  -0.67
H -2.71 -0.48 -2.07  0.23
H -0.85 -0.68 -1.70  0.22
C 2.75 0.37 0.01  -0.93
H -2.93 0.14 0.49  0.40
H 1.77 -1.18 0.87  0.22
H -0.79 -0.94 1.57  0.26
N 0.39 0.26 0.14  -0.28
H 3.54 -0.02 0.49  0.30
H -1.05 0.91 1.44  0.24
C -0.82 -0.01 0.87  -0.36
H 2.69 1.30 -0.57  0.24


(2)
ORCA calculation (ωB97M-V/def2-TZVPD) on a molecular structure, C22H16FN2O2PdS3.

The value obtained for the gap between HOMO and LUMO (spin up / spin down) is 7.19 / 7.08 eV. The value obtained for the energy relative to the best compared isomer or geometry (same formula, charge and spin) is 26.38 kcal per mole. Its total charge is -1. As for the calculated total energy: -68852.847 eV.

Each line ends with the Mulliken charge.
Cartesian coordinates (Å):
C -1.86 -4.39 -0.19  -0.80
H 0.39 -1.62 3.12  0.44
C 2.14 -0.49 3.66  -0.59
C 0.89 -0.66 3.12  -0.38
C -0.93 -0.91 -1.43  2.99
C 0.19 2.82 1.84  0.59
C -1.07 4.07 0.56  -0.81
H -0.32 -3.79 -1.68  0.51
H -2.02 -1.34 -6.04  0.37
C 0.46 -0.58 -0.86  -0.32
C 0.17 0.41 2.53  0.62
C 2.09 1.81 3.06  -0.64
O -1.79 0.14 -1.26  -1.26
H 2.59 2.78 3.05  0.23
H 0.55 1.49 -1.38  0.58
H 0.31 5.82 0.60  0.42
C -2.79 -3.75 0.57  -0.57
H 3.75 0.90 4.06  0.38
H 2.99 1.54 -0.31  0.39
C -1.38 -1.38 -5.18  -0.57
H -2.78 -0.70 -3.57  0.47
C -1.79 -1.04 -3.86  -0.63
C 2.73 -0.55 0.14  -0.54
N -0.95 2.85 1.18  -0.08
N 0.80 4.03 1.68  -0.05
S -2.76 -2.05 0.32  0.01
C -1.10 -3.49 -0.99  0.15
H 3.64 -0.81 0.66  0.46
O -1.04 0.20 2.11  -0.89
H -1.93 4.30 -0.04  0.49
S 0.67 -1.68 -3.69  0.00
C 1.06 0.64 -0.94  -0.29
Pd -2.08 1.11 0.64  0.72
H -3.50 -4.19 1.25  0.44
C -0.07 -1.76 -5.24  -0.50
C -0.79 -1.16 -2.94  -0.32
C 2.36 0.66 -0.36  -0.84
C 0.02 4.82 0.87  -0.38
C 2.76 0.76 3.64  -0.70
H 1.70 4.27 2.05  0.17
H -1.72 -5.47 -0.19  0.37
C -1.47 -2.19 -0.80  -0.93
H 0.50 -2.05 -6.11  0.42
H 2.65 -1.35 4.10  0.39
C 0.81 1.68 2.50  0.38
S 1.49 -1.71 -0.07  -0.13
F -3.57 2.04 -0.20  -0.75


(3)
ORCA calculation (ωB97M-V/def2-TZVPD) on a single C14H15N3O2S molecule at a distorted geometry.

The value obtained for the gap between HOMO and LUMO is 7.92 eV. The value obtained for the energy relative to the best compared isomer or geometry (same formula, charge and spin) is 104.87 kcal per mole. The SMILES is C=CCNC1=NN=C(c2ccc3c(c2)OCCO3)CS1. As for the calculated total energy: -34158.753 eV.

Each line ends with the Mulliken charge.
Cartesian coordinates (Å):
H -3.38 -5.28 -4.44  0.26
H -3.52 -4.79 -6.21  0.27
H -0.05 5.61 3.82  0.36
H -1.31 -4.58 -3.15  0.32
C 0.64 4.87 3.43  -0.49
H 0.55 3.80 5.27  0.31
C -2.01 -3.75 -5.02  -0.31
C 0.67 0.64 1.14  0.67
O -0.08 3.95 2.57  -0.45
H 1.53 -0.69 -1.56  0.36
C 1.31 4.17 4.59  -0.42
C 1.16 -1.17 -0.67  -0.73
H 2.98 0.75 3.70  0.43
C -1.21 -3.66 -3.74  -0.52
H 1.91 4.95 5.11  0.32
C -3.06 -4.62 -5.23  -0.68
H -0.68 2.30 0.76  0.49
O 2.20 3.15 4.17  -0.45
H 1.35 5.41 2.82  0.30
H -0.12 -3.54 -3.99  0.34
N -1.03 -0.07 -0.55  -0.19
C 1.68 2.33 3.20  0.49
C 2.18 1.05 3.03  -0.76
N -1.54 -0.82 -1.58  -0.82
N -1.80 -2.61 -2.95  -0.17
C 1.65 0.24 2.09  -0.61
H -1.65 -3.12 -5.84  0.32
H -2.54 -2.05 -3.36  0.35
H 2.01 -1.41 -0.03  0.40
C 0.19 -0.22 0.01  0.25
H 2.05 -0.79 2.05  0.30
C 0.56 2.72 2.40  0.47
C -1.10 -1.99 -1.94  0.41
C 0.12 1.92 1.36  -0.64
S 0.36 -2.72 -1.24  -0.16


(4)
ORCA calculation (ωB97M-V/def2-TZVPD) on a molecular structure, C20H31BBeBr6Cl5F4LiNO8S at a distorted geometry.

The value obtained for the gap between HOMO and LUMO is 1.81 eV. Its total charge is -1. As for the calculated total energy: -544956.204 eV.

Each line ends with the Mulliken charge.
Cartesian coordinates (Å):
F 3.76 3.64 -0.30  -0.26
H 2.58 -0.93 -0.67  0.27
Cl -5.69 -1.17 -1.89  -0.16
H -3.60 0.52 -2.81  0.33
O 5.17 -4.24 5.37  -0.25
Cl -1.38 7.45 6.07  -0.15
C -3.93 1.95 -0.97  0.29
H -3.66 7.09 -5.48  0.32
C -2.04 6.99 4.49  0.09
Li -1.69 -3.63 -7.60  0.89
H 2.00 1.18 3.60  0.19
H 1.05 -2.11 -0.51  0.08
H 0.29 4.43 3.10  0.14
C 3.02 2.72 1.80  0.47
H -2.49 6.00 4.58  0.27
O -4.88 1.50 -0.14  -0.52
H 1.21 -0.50 0.59  0.22
H 4.24 2.73 5.05  0.32
O 3.34 1.57 1.53  -0.56
B -2.06 -0.09 -1.09  0.64
H -3.39 -1.03 0.57  0.39
C -4.07 -1.97 -1.47  0.51
H 4.34 -4.57 3.49  0.31
H 1.29 -0.35 -2.66  0.36
Cl 2.81 -2.23 0.56  -0.28
H 6.10 -4.54 3.58  0.27
H -3.91 -4.86 -10.08  0.39
H -0.75 -1.92 -1.82  0.61
H -2.21 1.74 -2.45  0.20
Br -3.68 3.97 -1.09  -0.20
Cl -3.29 8.14 3.99  -0.15
H -3.67 -2.06 -6.94  0.21
Cl -0.74 6.91 3.28  -0.09
C -4.00 -4.39 -9.11  -0.13
C -3.58 -3.12 -8.78  -0.97
C -4.46 -4.03 -6.94  -0.49
C 5.21 -2.59 3.59  -0.95
Br -3.13 4.70 -5.02  0.02
C -0.85 -0.74 -1.98  -0.82
O 2.75 -4.87 5.57  -0.64
H 1.76 2.46 4.79  0.37
H 5.36 -2.46 2.52  0.36
C 2.45 2.09 4.02  -0.15
C -2.98 0.98 -1.94  -0.40
H -3.12 -2.35 -9.38  0.49
H 3.71 1.08 5.46  0.36
Br -1.40 0.95 0.54  -0.38
C 3.80 1.81 4.65  -1.09
Br -5.96 6.23 -5.03  -0.03
H 4.49 -5.83 7.53  0.32
C 1.41 -0.97 -0.47  -0.49
H 3.47 -4.66 8.42  0.36
F -2.29 -0.74 -6.18  -0.84
H 6.01 -2.07 4.13  0.30
C 4.28 -4.78 7.70  -0.94
C -4.05 6.39 -4.73  -0.32
H 0.68 1.04 -1.53  0.23
H -4.76 -4.07 -5.90  0.43
Br -1.13 -0.54 -3.99  0.00
O -3.80 -3.19 -2.02  -0.57
C -2.92 -1.36 -0.46  -0.48
H -2.16 -2.24 -0.19  0.20
F 1.79 4.24 0.41  -0.21
C -4.55 -4.97 -7.94  -0.30
Br -3.65 7.14 -2.99  -0.02
S 3.77 -4.03 6.17  1.19
O 3.58 -2.62 6.39  -0.56
C 0.64 -0.12 -1.68  -0.55
O -0.07 3.82 3.71  -0.78
H 4.27 -2.10 3.87  0.29
N -3.87 -2.91 -7.46  -0.01
H -4.97 -5.96 -7.84  0.40
H 4.51 1.41 3.91  0.27
C 5.19 -4.06 3.96  -0.37
H 5.17 -4.26 8.07  0.30
F 3.58 5.03 1.37  -0.26
C 3.04 3.90 0.82  0.74
O 2.56 3.12 3.03  -0.18
Be 0.11 -2.67 -2.75  0.17


Q: What is the calculated total energy in the third record?
A: -34158.753 eV


Copy entry 2 word for word.
ORCA calculation (ωB97M-V/def2-TZVPD) on a molecular structure, C22H16FN2O2PdS3.

The value obtained for the gap between HOMO and LUMO (spin up / spin down) is 7.19 / 7.08 eV. The value obtained for the energy relative to the best compared isomer or geometry (same formula, charge and spin) is 26.38 kcal per mole. Its total charge is -1. As for the calculated total energy: -68852.847 eV.

Each line ends with the Mulliken charge.
Cartesian coordinates (Å):
C -1.86 -4.39 -0.19  -0.80
H 0.39 -1.62 3.12  0.44
C 2.14 -0.49 3.66  -0.59
C 0.89 -0.66 3.12  -0.38
C -0.93 -0.91 -1.43  2.99
C 0.19 2.82 1.84  0.59
C -1.07 4.07 0.56  -0.81
H -0.32 -3.79 -1.68  0.51
H -2.02 -1.34 -6.04  0.37
C 0.46 -0.58 -0.86  -0.32
C 0.17 0.41 2.53  0.62
C 2.09 1.81 3.06  -0.64
O -1.79 0.14 -1.26  -1.26
H 2.59 2.78 3.05  0.23
H 0.55 1.49 -1.38  0.58
H 0.31 5.82 0.60  0.42
C -2.79 -3.75 0.57  -0.57
H 3.75 0.90 4.06  0.38
H 2.99 1.54 -0.31  0.39
C -1.38 -1.38 -5.18  -0.57
H -2.78 -0.70 -3.57  0.47
C -1.79 -1.04 -3.86  -0.63
C 2.73 -0.55 0.14  -0.54
N -0.95 2.85 1.18  -0.08
N 0.80 4.03 1.68  -0.05
S -2.76 -2.05 0.32  0.01
C -1.10 -3.49 -0.99  0.15
H 3.64 -0.81 0.66  0.46
O -1.04 0.20 2.11  -0.89
H -1.93 4.30 -0.04  0.49
S 0.67 -1.68 -3.69  0.00
C 1.06 0.64 -0.94  -0.29
Pd -2.08 1.11 0.64  0.72
H -3.50 -4.19 1.25  0.44
C -0.07 -1.76 -5.24  -0.50
C -0.79 -1.16 -2.94  -0.32
C 2.36 0.66 -0.36  -0.84
C 0.02 4.82 0.87  -0.38
C 2.76 0.76 3.64  -0.70
H 1.70 4.27 2.05  0.17
H -1.72 -5.47 -0.19  0.37
C -1.47 -2.19 -0.80  -0.93
H 0.50 -2.05 -6.11  0.42
H 2.65 -1.35 4.10  0.39
C 0.81 1.68 2.50  0.38
S 1.49 -1.71 -0.07  -0.13
F -3.57 2.04 -0.20  -0.75